ORCA calculation (the ωB97M-V functional and the def2-TZVPD basis) on an isolated molecule of C25H28N2O6.

Summary:
calculated total energy	-41645.1059	eV
HOMO-LUMO gap	8.043	eV
energy relative to the best compared isomer or geometry (same formula, charge and spin)	36.9	kcal per mole
SMILES	CCCCOc1ccc(/C=C/C(=O)OCC(=O)N2CC(=O)Nc3ccccc32)cc1OCC
LUMO level	-0.137	eV

Each line ends with the Löwdin charge.
Geometry (Å):
C: 3.81435 7.22196 -3.40470  -0.108
C: 2.85752 6.04613 -3.56360  -0.260
C: 3.34467 4.77347 -2.87303  -0.178
C: 3.32082 4.88847 -1.34857  -0.183
O: 3.79580 3.71223 -0.71515  -0.018
C: 3.12738 2.53634 -0.74834  -0.187
C: 3.90687 1.43188 -0.39886  0.010
C: 3.38934 0.15896 -0.34188  -0.030
C: 2.04496 -0.06728 -0.64049  -0.221
C: 1.51318 -1.40443 -0.55958  -0.016
C: 0.24829 -1.79417 -0.78269  0.009
C: -0.16271 -3.17124 -0.53378  -0.503
O: 0.55675 -4.10447 -0.27095  0.101
O: -1.51232 -3.26408 -0.58329  -0.001
C: -2.11022 -4.47878 -0.16119  -0.055
C: -3.24727 -4.17003 0.81069  -0.391
O: -4.33324 -4.69458 0.69802  0.091
N: -3.00006 -3.22581 1.76328  0.026
C: -4.12156 -2.52910 2.35890  -0.011
C: -4.09224 -1.04521 2.00398  -0.436
O: -5.07764 -0.36064 1.87097  0.086
N: -2.83443 -0.53813 1.87433  0.163
C: -1.67224 -1.26571 2.11567  -0.172
C: -0.46254 -0.64462 2.38869  -0.018
C: 0.65864 -1.41012 2.65778  -0.085
C: 0.56908 -2.79129 2.68364  -0.073
C: -0.63157 -3.41943 2.39808  -0.009
C: -1.74788 -2.66338 2.07453  -0.162
C: 1.25486 1.03548 -0.98251  0.045
C: 1.75911 2.32290 -1.03746  -0.174
O: 0.98726 3.40931 -1.34912  -0.081
C: -0.34321 3.21575 -1.78711  -0.248
C: -0.88849 4.57144 -2.20877  -0.054
H: 3.88787 7.53053 -2.36542  0.065
H: 3.46365 8.07195 -3.98548  0.069
H: 4.80785 6.95411 -3.75693  0.075
H: 1.87838 6.31877 -3.16361  0.098
H: 2.73471 5.83415 -4.62813  0.107
H: 2.70408 3.93955 -3.16684  0.109
H: 4.36255 4.54222 -3.19488  0.122
H: 2.31702 5.14641 -1.00237  0.123
H: 4.02387 5.65518 -1.01368  0.126
H: 4.94495 1.61937 -0.17390  0.123
H: 4.02527 -0.66976 -0.07143  0.115
H: 2.21378 -2.17481 -0.26113  0.128
H: -0.54416 -1.12578 -1.07755  0.115
H: -2.55228 -4.98354 -1.02626  0.145
H: -1.34635 -5.13245 0.27522  0.128
H: -5.04586 -2.97734 1.98821  0.136
H: -4.09671 -2.62281 3.45221  0.149
H: -2.75492 0.46087 1.73421  0.160
H: -0.40273 0.43364 2.38720  0.115
H: 1.59955 -0.92261 2.85931  0.109
H: 1.43562 -3.38776 2.91906  0.111
H: -0.70048 -4.49552 2.41960  0.128
H: 0.21348 0.86872 -1.19843  0.099
H: -0.36544 2.51831 -2.63536  0.131
H: -0.95309 2.80162 -0.97205  0.125
H: -0.29924 4.97130 -3.02961  0.069
H: -0.84307 5.26706 -1.37505  0.081
H: -1.92094 4.46827 -2.52949  0.079

***

ORCA calculation (the ωB97M-V functional and the def2-TZVPD basis) on a structure of composition C25H28N8OSeSiTc.

Summary:
calculated total energy	-115758.1154	eV
HOMO-LUMO gap (alpha / beta)	6.421 / 6.644	eV
charge	+2
multiplicity	2
LUMO level (alpha / beta)	-7.673 / -7.514	eV

Each line ends with the Löwdin spin population.
Geometry (Å):
Tc: -0.81968 0.22791 -0.18798  1.327
N: -0.88653 0.61834 -4.52569  -0.013
C: -1.25733 0.65139 -3.26500  0.011
N: -0.43036 0.34496 -2.27106  -0.016
C: 0.85779 -0.07802 -2.55194  -0.054
N: 1.58670 -0.57204 -1.56956  -0.066
N: 0.95817 -0.43794 -0.39992  -0.249
C: 1.11926 -1.57242 0.55575  -0.014
C: 0.72504 -1.01432 1.90477  0.010
C: 1.33557 -1.31830 3.10197  -0.001
C: 0.84161 -0.74358 4.26734  0.015
C: -0.23647 0.12544 4.20214  -0.001
C: -0.78833 0.40843 2.96797  0.011
N: -0.31580 -0.15222 1.84650  0.001
C: 1.32736 -0.05049 -3.91326  -0.013
C: 2.64434 -0.37908 -4.27128  -0.007
C: 3.00659 -0.37646 -5.59615  -0.002
C: 2.06960 -0.05640 -6.58971  -0.016
C: 0.77461 0.27893 -6.26264  0.004
C: 0.41642 0.28193 -4.91740  -0.020
H: -1.56856 0.86093 -5.23388  0.000
H: -2.27563 0.95440 -3.03553  0.000
H: 2.13280 -1.97245 0.51994  -0.002
H: 2.17787 -1.99487 3.12513  0.000
H: 1.30260 -0.97139 5.21916  0.001
H: -0.64486 0.58366 5.09112  0.000
H: -1.62482 1.08552 2.85242  0.001
H: 3.35404 -0.62883 -3.49556  0.000
H: 4.01948 -0.62418 -5.88052  0.000
H: 2.36525 -0.07380 -7.62977  -0.001
H: 0.05398 0.53700 -7.02758  0.000
N: 1.27814 6.98523 0.78702  0.001
C: 0.15708 6.49512 0.22246  0.001
O: -0.70959 7.17595 -0.27407  0.003
C: -0.01455 4.98098 0.20084  0.016
C: 0.93801 4.05346 0.60695  -0.002
C: 0.66034 2.70768 0.49805  0.016
N: -0.51214 2.25951 0.00721  0.002
C: -1.44267 3.15241 -0.38200  0.013
C: -1.22167 4.50920 -0.29416  -0.004
H: 1.39040 7.98639 0.81179  0.000
H: 1.96580 6.42162 1.24862  0.000
H: 1.90248 4.33940 1.00103  0.000
H: 1.37788 1.95826 0.79960  0.001
H: -2.37303 2.76300 -0.76736  0.000
H: -1.97715 5.21360 -0.61448  0.000
Se: -3.23625 -0.29883 0.11243  0.054
C: -3.77488 0.87327 -1.21524  0.007
N: -3.97302 1.59645 -2.09393  0.005
C: 2.11253 -4.86661 -0.02226  0.000
Si: 0.40654 -4.46647 0.59744  -0.004
C: -0.92126 -5.41376 -0.27854  -0.002
C: 0.27837 -4.63342 2.44458  -0.001
C: 0.09448 -2.63256 0.09536  -0.014
H: 2.28579 -5.94405 0.01611  0.000
H: 2.89376 -4.40363 0.58528  0.000
H: 2.25138 -4.55271 -1.05913  0.000
H: -0.87880 -6.47572 -0.03177  0.000
H: -0.81963 -5.32595 -1.36230  0.000
H: -1.91357 -5.05398 0.00270  0.000
H: 0.32616 -5.68776 2.72545  0.000
H: -0.66649 -4.24005 2.82622  0.000
H: 1.09729 -4.13447 2.96392  0.000
H: -0.91395 -2.36216 0.44765  0.002
H: 0.08554 -2.65659 -0.99985  0.000

***

ORCA calculation (the ωB97M-V functional and the def2-TZVPD basis) on a structure of composition C25H29Cl2F3N4NiO3.

Summary:
calculated total energy	-112737.3710	eV
HOMO-LUMO gap (alpha / beta)	8.511 / 8.417	eV
energy relative to the best compared isomer or geometry (same formula, charge and spin)	0.0	kcal per mole
multiplicity	3
LUMO level (alpha / beta)	0.249 / 0.268	eV

Each line ends with the Löwdin spin population.
Geometry (Å):
Ni: 0.80480 -0.58394 -0.06116  1.776
C: 2.61956 -2.03469 1.54952  0.007
O: 1.23295 -2.13129 1.40137  0.021
O: 2.82141 -0.95668 0.63315  0.030
C: 3.02271 -1.98118 3.09004  0.001
F: 3.09922 -3.16098 3.58038  0.000
F: 4.23324 -1.44081 3.34678  0.001
F: 2.12492 -1.35433 3.84146  0.000
C: 0.72539 -3.40252 1.86601  0.004
C: -0.79134 -3.44465 1.64428  0.000
H: -1.21967 -4.35025 2.07384  0.000
H: -1.22269 -2.52889 2.04854  0.000
H: -0.98469 -3.37285 0.57397  0.000
H: 0.85944 -3.69218 2.90824  0.001
H: 1.13137 -4.25378 1.31952  0.000
H: 3.11376 -2.91364 1.13564  0.000
O: -1.12826 -0.66953 0.11154  0.037
H: -1.70973 -0.94440 0.84697  0.006
N: 0.74789 1.16155 1.43120  0.030
C: 1.44898 2.33129 1.49333  0.003
C: 1.82731 3.04463 2.61369  0.001
C: 1.25849 2.65773 3.84680  -0.001
C: 0.40027 1.56878 3.85350  0.001
C: 0.21835 0.84249 2.68127  0.001
H: 1.88855 2.62742 0.55232  0.000
H: 2.54225 3.85411 2.61758  0.000
H: 1.54535 3.17321 4.75144  0.000
H: -0.09803 1.17386 4.72650  0.000
H: -0.49718 0.03358 2.69125  0.000
N: 0.75787 -2.15601 -1.44708  0.039
C: 1.91095 -2.64917 -1.99138  0.001
C: 2.01806 -3.39222 -3.19962  0.002
C: 0.85697 -3.73054 -3.82969  -0.002
C: -0.36614 -3.43090 -3.18572  0.002
C: -0.37959 -2.65473 -2.05784  0.002
H: 2.84585 -2.29935 -1.57908  0.000
H: 2.95535 -3.66020 -3.66446  0.000
H: 0.79085 -4.30670 -4.74077  0.000
H: -1.23797 -3.71620 -3.75573  0.000
H: -1.30823 -2.38082 -1.57932  0.000
N: 1.16463 0.94464 -1.52975  0.030
C: 2.35241 1.47085 -1.98443  0.002
C: 2.45385 2.59787 -2.84459  0.002
C: 1.27473 3.26898 -3.25809  -0.002
C: 0.09519 2.77331 -2.81610  0.001
C: 0.06061 1.60651 -2.01544  -0.001
H: 3.24839 1.00273 -1.60431  0.000
H: 3.44281 2.94099 -3.11035  0.000
H: 1.20236 4.16236 -3.86060  0.000
H: -0.84643 3.23879 -3.06725  0.000
H: -0.92658 1.23296 -1.78671  0.000
N: -3.60337 2.49489 -0.79883  0.000
C: -2.56259 2.40383 0.02488  0.000
C: -1.78722 3.47612 0.44720  0.000
C: -2.02658 4.71039 -0.15058  0.000
C: -3.05921 4.78589 -1.04867  0.000
C: -3.85744 3.73643 -1.33828  0.000
H: -2.29511 1.39885 0.31616  0.000
H: -0.98700 3.30550 1.15215  0.000
H: -1.51858 5.61386 0.15288  0.000
H: -3.36064 5.67092 -1.58927  0.000
H: -4.63539 3.82490 -2.08215  0.000
C: -4.40596 -2.18990 0.11907  0.001
Cl: -4.83084 -3.20746 1.50303  0.000
Cl: -5.67565 -2.50779 -1.10691  0.000
H: -4.32912 -1.15341 0.44755  0.000
H: -3.44586 -2.47828 -0.30888  0.000